(1)
C23H22MoN4O8S | the ωB97M-V functional and the def2-TZVPD basis

Its total charge is +2. Its HOMO energy is -14.250 eV. Its HOMO-LUMO gap is 0.195 Eh.

Element x y z (Å)
1 Mo 0.14698 2.33403 1.45125
2 C 0.14712 -4.02184 0.85252
3 O -0.43848 -4.00024 -0.44451
4 C 0.28179 -3.51402 -1.48678
5 C 0.30343 -4.27741 -2.65211
6 C 0.99294 -3.85679 -3.77132
7 C 1.69484 -2.65468 -3.74694
8 C 1.66644 -1.87718 -2.60850
9 C 0.94201 -2.28444 -1.48466
10 N 0.89413 -1.43136 -0.32768
11 C 0.51999 -0.16012 -0.33996
12 N -0.04135 0.38661 -1.41024
13 C -0.36561 1.73660 -1.56875
14 C -0.31277 2.64525 -0.51195
15 C -0.55464 4.00400 -0.78327
16 C -0.82850 4.42267 -2.06526
17 C -0.92901 3.49286 -3.10102
18 C -0.73015 2.13983 -2.86160
19 O -0.81741 1.15119 -3.76367
20 C -1.36076 1.45364 -5.05629
21 N 0.71474 0.62625 0.74129
22 C 0.68087 0.38212 2.11697
23 C 1.98143 0.27668 2.92943
24 C 1.75880 -0.18044 4.33693
25 C 0.64597 -0.80644 4.70748
26 C -0.48820 -0.98738 3.81301
27 C -0.46709 -0.43687 2.59096
28 O -1.45989 -0.44010 1.67008
29 C -2.66000 -1.13780 2.02379
30 H -0.23072 -4.91214 1.34851
31 H -0.15473 -3.14737 1.44077
32 H 1.23751 -4.09346 0.79821
33 H -0.22558 -5.22103 -2.64440
34 H 1.01192 -4.48183 -4.65337
35 H 2.27450 -2.33271 -4.60068
36 H 2.23732 -0.95687 -2.56652
37 H 1.14643 -1.83537 0.56167
38 H -0.16848 -0.18815 -2.23864
39 H -0.52027 4.72879 0.02784
40 H -0.97758 5.47157 -2.27970
41 H -1.14475 3.84251 -4.10091
42 H -1.52897 0.49670 -5.53837
43 H -0.65599 2.03972 -5.64636
44 H -2.30723 1.98608 -4.95977
45 H 2.65980 -0.42483 2.43262
46 H 2.59168 -0.03835 5.01349
47 H 0.56226 -1.19126 5.71481
48 H -1.34946 -1.53089 4.17348
49 H -3.30108 -1.10213 1.14892
50 H -3.15239 -0.65145 2.86820
51 H -2.44142 -2.17721 2.27135
52 O 3.09742 3.80427 3.62500
53 S 2.15406 2.90387 3.13479
54 O 0.83562 2.75379 3.72031
55 O 2.78778 1.49459 2.91458
56 O 1.73458 3.18366 1.61507
57 O -3.77601 3.13233 2.75933
58 C -2.71856 2.87808 2.40187
59 N -1.59527 2.58444 2.00870

(2)
C36H51BrMnN3OP2 | the ωB97M-V functional and the def2-TZVPD basis

The relative energy (zero: lowest compared OMol25 entry of this formula, charge and spin) is 55.37 kcal/mol. Its total charge is +1. As for the multiplicity: 6. Its HOMO energy (alpha / beta) is -7.218 / -11.005 eV. As for the expectation value of S²: 8.846. Its HOMO-LUMO gap (alpha / beta) is 0.173 / 0.245 Eh.

Element x y z (Å)
1 C -1.90575 -1.96658 -1.48180
2 C 0.18568 -1.69826 -2.52517
3 C -2.27808 -2.90100 -2.44647
4 C -0.15275 -2.57809 -3.53800
5 C -1.41143 -3.19266 -3.49442
6 H -3.26914 -3.34742 -2.35397
7 H 0.57234 -2.78067 -4.33073
8 H -1.70725 -3.88226 -4.28568
9 N -0.65662 -1.45249 -1.48045
10 P -2.38666 0.25956 0.06927
11 P 2.17116 -0.71757 -0.77258
12 C -2.89298 -1.43709 -0.46416
13 H -3.90899 -1.43044 -0.88778
14 H -2.94707 -2.10608 0.41002
15 C 0.18736 1.26940 0.96677
16 O 0.39591 2.18980 1.67356
17 C 1.41417 -0.83159 -2.52795
18 H 2.15290 -1.14742 -3.27583
19 C 3.62608 0.50949 -1.03524
20 C 2.88711 -2.43825 -0.45183
21 C -3.14450 1.36141 -1.27927
22 C -3.31008 0.48716 1.71472
23 C 3.22269 1.88120 -0.45900
24 H 3.13760 1.85813 0.63604
25 H 4.01451 2.60281 -0.71913
26 H 2.28052 2.25191 -0.88191
27 C 4.89571 0.06046 -0.29887
28 H 4.74474 -0.01123 0.78333
29 H 5.28568 -0.88875 -0.67887
30 H 5.67255 0.82098 -0.47060
31 C 3.98376 0.71966 -2.52259
32 H 4.96495 1.21872 -2.56567
33 H 4.07308 -0.21119 -3.09237
34 H 3.26267 1.37490 -3.02620
35 C 3.47632 -2.39474 0.98560
36 H 3.06039 -1.56590 1.57780
37 H 3.21948 -3.31652 1.52483
38 H 4.57020 -2.31227 0.97951
39 C 1.75636 -3.47909 -0.50713
40 H 0.85984 -3.11583 -0.00429
41 H 1.48675 -3.73986 -1.53638
42 H 2.07294 -4.39208 0.01634
43 C 3.95187 -2.80550 -1.52195
44 H 4.06309 -2.06239 -2.32443
45 H 4.93083 -2.97864 -1.05768
46 H 3.66496 -3.75192 -2.00310
47 C -3.06934 1.92440 2.22697
48 H -3.16695 1.92532 3.32236
49 H -2.05680 2.28549 2.00135
50 H -3.80919 2.63329 1.83505
51 C -2.76535 -0.47645 2.78063
52 H -2.87188 -1.52980 2.49864
53 H -1.71516 -0.27962 3.01269
54 H -3.34368 -0.32913 3.70681
55 C -4.82432 0.20715 1.56544
56 H -5.19246 -0.27006 2.48478
57 H -5.40061 1.13168 1.44419
58 H -5.06612 -0.48385 0.74740
59 C -2.52864 1.08185 -2.67998
60 H -3.32223 1.03393 -3.44170
61 H -1.80497 1.85809 -2.95968
62 H -2.00533 0.12580 -2.73581
63 C -2.88855 2.82782 -0.88878
64 H -1.83839 3.00963 -0.62333
65 H -3.12370 3.46310 -1.75582
66 H -3.52967 3.15027 -0.05859
67 C -4.65802 1.13596 -1.41464
68 H -4.90431 0.09480 -1.65240
69 H -5.20986 1.44715 -0.52292
70 H -5.01372 1.75636 -2.24869
71 Mn -0.04016 0.05369 -0.26426
72 N 0.34299 1.17311 -1.69830
73 C 0.88528 0.61941 -2.72740
74 C 0.97077 1.26960 -4.05325
75 C 0.91898 2.67296 -4.11501
76 C 1.07889 0.52502 -5.24056
77 C 1.07498 3.31991 -5.34492
78 H 0.76165 3.22638 -3.18271
79 C 1.20187 1.18063 -6.45981
80 H 1.04891 -0.56731 -5.18046
81 C 1.21113 2.57706 -6.52357
82 H 1.08274 4.40678 -5.38052
83 H 1.28521 0.58870 -7.37130
84 H 1.31421 3.08073 -7.48553
85 Br -1.27148 -5.00513 2.99587
86 C -0.33945 -3.33914 2.99422
87 C 0.38490 -2.92301 4.10952
88 C 1.05253 -1.69880 4.03176
89 C 0.97046 -0.93864 2.86521
90 N 0.23810 -1.33073 1.80499
91 C -0.40206 -2.52559 1.85580
92 H 0.42319 -3.54807 4.99512
93 H 1.64131 -1.31292 4.85858
94 H 1.51186 0.00982 2.78789
95 H -0.96904 -2.85415 0.98919

(3)
C5H6F2 | the ωB97M-V functional and the def2-TZVPD basis

The relative energy (zero: lowest compared OMol25 entry of this formula, charge and spin) is 15.17 kcal/mol. The SMILES is CC1=C[C@H](F)[C@H]1F. Its HOMO energy is -9.926 eV. Its HOMO-LUMO gap is 0.398 Eh.

Element x y z (Å)
1 C -0.01852 1.16009 -0.72373
2 C -0.37359 -0.08411 -0.08063
3 C -1.23920 -0.52556 0.87817
4 C -0.80695 -1.92696 0.90063
5 F -0.33184 -2.29101 2.13755
6 C 0.35832 -1.45902 -0.06230
7 F 0.44011 -2.08816 -1.30877
8 H -0.32900 1.42053 -1.75686
9 H 1.11873 1.11796 -0.78729
10 H -0.33720 1.92224 -0.00004
11 H -1.97909 0.08102 1.35454
12 H -1.45619 -2.58073 0.33105
13 H 1.35853 -1.33473 0.40021